(1)
Formula: C4H5NS3
Source: the OMol25 dataset
Level of theory: ωB97M-V/def2-TZVPD

Values from the calculation:
- E: -1404.5919 Eh
- HOMO-LUMO gap: 7.5 eV
- SMILES string: S=CC1=NSC[C@H]1S
- Max |F|: 0.1210 hartree/bohr

```
! RIJCOSX wB97M-V def2-TZVPD def2/J DEFGRID3
* xyz 0 1
C 0.45550 0.72382 0.79655
C 2.05488 0.39379 0.83131
C -0.20156 -0.62415 0.32646
C -1.60551 -1.10035 0.20330
H -1.24214 1.17640 -0.91187
H 0.12338 1.28722 1.72702
H 2.03512 0.08044 1.92574
H 2.72757 1.09936 0.50809
H -1.46797 -2.21069 -0.12823
N 0.57840 -1.38417 -0.20261
S 0.22052 1.87681 -0.45690
S 2.18390 -0.95091 -0.44018
S -3.05721 -0.18228 -0.01843
*
```


(2)
Formula: C19H22N4O4
Source: the OMol25 dataset
Level of theory: ωB97M-V/def2-TZVPD

Values from the calculation:
- E: -1256.6672 Eh
- HOMO-LUMO gap: 7.3 eV
- Max |F|: 0.3466 hartree/bohr

```
! RIJCOSX wB97M-V def2-TZVPD def2/J DEFGRID3
* xyz 0 1
C 0.95421 -5.46674 2.92727
C 1.54749 -4.12807 2.53186
H 2.12045 -3.82944 3.43021
H 0.88332 -3.41303 2.29458
O 2.42471 -4.48932 1.16851
C 3.15186 -3.40996 0.83032
O 3.14385 -2.24598 1.29826
C 3.77224 -3.82645 -0.40299
H 4.33166 -4.78173 -0.22939
H 4.57313 -2.90381 -0.55425
C 2.89433 -3.94993 -1.40719
C 1.84902 -2.90803 -1.67686
H 1.18269 -2.82609 -1.11045
H 1.32318 -2.87589 -2.55398
C 2.44321 -1.41057 -1.80203
C 1.56102 -0.29205 -1.83679
O 1.34801 0.40630 -3.03077
C 0.63606 -0.10858 -0.73969
C -0.79850 0.58864 -0.64598
N -1.10876 0.41321 0.65253
C -0.38463 -0.49709 1.28128
O -0.42443 -0.80898 2.63448
N 0.68066 -0.73130 0.63543
H 1.65287 -1.17712 0.98301
H -2.26700 0.65296 0.91264
C -1.37220 1.45154 -1.73964
N -1.47367 2.77889 -1.42346
C -0.83410 3.77633 -1.24285
N -1.00917 4.86423 -0.72419
C -2.30059 4.57688 -0.19672
C -3.33847 5.19438 0.63332
C -4.44456 4.51495 0.91835
C -4.67226 3.29176 0.73271
C -3.71566 2.51578 -0.18569
C -2.56608 3.13791 -0.55655
H -4.08574 1.49118 -0.12804
H -5.69437 2.73922 0.96526
H -4.93455 5.27781 1.75453
H -3.04443 6.25399 0.84845
H 0.27803 3.66869 -1.73623
H -2.16604 1.11220 -2.02564
H -0.44243 1.42701 -2.42122
H 3.15279 -1.20964 -0.80764
H 3.31381 -1.23447 -2.66837
H 3.55485 -4.01732 -2.45779
H 2.34139 -4.67903 -1.61422
H 0.32948 -5.28953 3.68212
H 0.32532 -5.70593 1.93674
H 1.52271 -6.38808 3.12079
*
```


(3)
Formula: C37H56F8N4O9
Source: the OMol25 dataset
Level of theory: ωB97M-V/def2-TZVPD

Values from the calculation:
- E: -3138.5934 Eh
- HOMO-LUMO gap: 10.0 eV
- SMILES string: FC(F)C(F)(F)COC(F)(F)C(F)F.O=C1CCCO1.O=C1CCCO1.O=C1CCCO1.O=C1CCCO1.CCCC#N.CCCC#N.CCCC#N.CCCC#N
- Max |F|: 0.0305 hartree/bohr

```
! RIJCOSX wB97M-V def2-TZVPD def2/J DEFGRID3
* xyz 0 1
C 0.45399 -4.14451 -3.79036
C -0.52798 -3.77730 -4.89398
C -0.61388 -2.26176 -5.08147
F 0.61608 -1.77376 -5.37064
F -1.41816 -1.92327 -6.11665
F -0.19344 -4.36751 -6.06250
F -1.78436 -4.20504 -4.55425
O 0.70282 -5.55041 -3.86409
C 1.96880 -5.91822 -4.07015
C 2.10108 -7.44423 -3.90772
F 3.39911 -7.74188 -3.67339
F 1.35521 -7.87413 -2.87403
F 2.40134 -5.58387 -5.31102
F 2.82899 -5.28294 -3.20536
H -0.02171 -3.92727 -2.84038
H 1.37206 -3.59135 -3.96641
H -0.97757 -1.81811 -4.15482
H 1.78628 -7.94219 -4.82945
O -2.31754 -3.19122 1.72383
C -3.27093 -2.53905 1.43681
O -4.54337 -3.01007 1.54528
C -5.47744 -1.93502 1.33633
C -4.66203 -0.65463 1.57165
C -3.31606 -1.08582 0.99924
H -6.35247 -2.04557 1.96871
H -5.77787 -1.96308 0.28693
H -4.63036 -0.38319 2.62879
H -5.14038 0.19447 1.08148
H -2.50919 -0.57601 1.52158
H -3.23077 -0.91427 -0.06793
O -0.36296 0.52038 4.91551
C -1.10055 0.59111 5.85678
O -2.39005 0.18553 5.79295
C -3.04191 0.36734 7.05105
C -2.18467 1.33291 7.85877
C -0.79880 1.14610 7.23135
H -3.13767 -0.59655 7.56083
H -4.06347 0.72569 6.92220
H -2.17748 1.07686 8.91995
H -2.50581 2.37604 7.86257
H -0.32318 0.32165 7.77371
H -0.13762 2.00110 7.23200
O -1.92498 3.33157 -1.33443
C -2.45996 4.32560 -1.72172
O -3.38542 4.31039 -2.70168
C -3.92190 5.62183 -2.95009
C -3.56655 6.45549 -1.71882
C -2.31962 5.74046 -1.19809
H -4.98682 5.54293 -3.14104
H -3.40890 5.99865 -3.83718
H -4.30814 6.37354 -0.92374
H -3.42561 7.50652 -1.95116
H -2.21981 5.77106 -0.11517
H -1.37445 6.15732 -1.56548
O -6.12412 0.67626 -1.82708
C -5.07304 0.32904 -2.26848
O -4.76434 -0.97075 -2.44042
C -3.55305 -1.14562 -3.20842
C -2.86187 0.24221 -3.25776
C -3.90220 1.18916 -2.66472
H -3.91821 -1.37682 -4.20878
H -2.91095 -1.92651 -2.81475
H -2.70027 0.44606 -4.31547
H -1.90967 0.25376 -2.74003
H -4.15090 2.00540 -3.34291
H -3.49579 1.73593 -1.80999
C 7.06106 -0.82285 0.97586
C 7.08870 -1.70548 -0.27697
C 5.78659 -1.62117 -1.10155
C 4.56446 -1.53952 -0.33349
N 3.61028 -1.47737 0.30104
H 6.76564 0.19336 0.70408
H 8.05619 -0.83998 1.41369
H 6.30963 -1.15524 1.69176
H 7.34623 -2.72057 0.01513
H 7.86029 -1.30257 -0.93185
H 5.72929 -2.49356 -1.76364
H 5.86762 -0.80467 -1.82088
C 1.91067 4.16326 -0.52060
C 1.49676 4.64755 -1.89239
C 2.63955 4.69896 -2.89295
C 3.17903 3.39828 -3.28688
N 3.61914 2.38020 -3.57712
H 2.67018 4.78472 -0.04349
H 2.40009 3.19033 -0.63561
H 1.01421 4.04618 0.08066
H 1.05608 5.64529 -1.83542
H 0.69713 3.97040 -2.20674
H 3.47380 5.26357 -2.45714
H 2.39352 5.25425 -3.80071
C 2.72799 -2.47233 5.47522
C 2.61547 -1.66104 4.19449
C 3.58137 -0.47653 4.05155
C 3.64643 0.37935 5.22126
N 3.68369 1.05220 6.14805
H 3.58739 -3.15977 5.44175
H 1.88887 -3.12828 5.68468
H 2.98948 -1.80597 6.30290
H 1.60241 -1.26669 4.06520
H 2.76259 -2.29182 3.31316
H 3.31583 0.10004 3.16765
H 4.58875 -0.86949 3.87768
C 0.01862 0.10787 1.62436
C -0.10571 1.07271 0.44639
C 0.81621 0.69329 -0.71163
C 0.42784 -0.47019 -1.47796
N 0.11378 -1.38269 -2.10283
H -0.51159 0.47204 2.50562
H 1.07164 -0.02294 1.87445
H -0.44686 -0.86413 1.44344
H 0.17643 2.05566 0.82694
H -1.14591 1.19666 0.13718
H 1.84460 0.58699 -0.36049
H 0.82503 1.59130 -1.34020
*
```


(4)
Formula: C3H7N3S
Source: the OMol25 dataset
Level of theory: ωB97M-V/def2-TZVPD

Values from the calculation:
- E: -680.8292 Eh
- HOMO-LUMO gap: 8.6 eV
- Max |F|: 0.0634 hartree/bohr

```
! RIJCOSX wB97M-V def2-TZVPD def2/J DEFGRID3
* xyz 0 1
C -0.34471 -1.38772 -1.52451
C 0.60011 -0.94918 0.64642
C -0.40491 -0.07570 1.43216
N -1.46591 -0.76044 -1.38894
N -2.41583 -0.36530 -0.90193
N 0.65634 -1.33401 -0.57703
S 1.10257 2.81877 -0.69300
H -0.00076 -1.72416 -2.42648
H 0.47114 2.23560 0.32968
H 1.57007 -1.02289 1.12442
H -0.09327 0.98184 1.55238
H -0.52724 -0.69180 2.29789
H -1.35340 0.22768 0.82303
H 2.20581 2.04731 -0.69407
*
```